[1]
Here is 11 unconnected molecules or ions with the total composition C44H77N11 at a distorted geometry from the Open Molecules 2025 dataset. Energies are from ωB97M-V/def2-TZVPD.

Lowest unoccupied orbital energy: 0.0094 Eh
Kohn-Sham gap: 11.158 eV
Total energy: -63262.0864 eV
Energy relative to the best compared isomer or geometry (same formula, charge and spin): 481.1 kJ/mol

Each line ends with the Löwdin charge.
Atoms and positions in Å:
C1 -2.223 1.593 5.796  -0.105
C2 -3.776 1.574 5.993  -0.231
C3 -4.141 1.131 7.431  -0.170
C4 -3.837 -0.352 7.749  -0.206
N1 -3.565 -1.462 7.923  0.123
H1 -1.774 2.416 6.351  0.072
H2 -1.924 1.557 4.748  0.058
H3 -1.908 0.654 6.250  0.049
H4 -4.218 0.891 5.268  0.109
H5 -4.003 2.606 5.727  0.100
H6 -5.200 1.287 7.633  0.102
H7 -3.685 1.649 8.275  0.108
C5 -0.516 1.253 1.375  -0.102
C6 -0.941 0.380 0.173  -0.233
C7 -0.431 -1.040 0.280  -0.199
C8 0.982 -1.144 0.161  -0.213
N2 2.147 -1.244 0.091  0.181
H8 0.561 1.400 1.459  0.064
H9 -1.122 1.026 2.253  0.058
H10 -0.823 2.258 1.086  0.059
H11 -0.568 0.907 -0.706  0.080
H12 -2.027 0.304 0.121  0.087
H13 -0.824 -1.864 -0.316  0.116
H14 -0.688 -1.360 1.290  0.078
C9 3.723 -4.138 -2.937  -0.114
C10 2.249 -4.255 -2.431  -0.227
C11 2.117 -4.570 -0.866  -0.178
C12 2.777 -5.791 -0.385  -0.235
N3 3.360 -6.711 0.017  0.130
H15 3.798 -4.049 -4.020  0.054
H16 4.390 -4.977 -2.741  0.065
H17 4.071 -3.212 -2.480  0.056
H18 1.792 -5.033 -3.042  0.099
H19 1.726 -3.321 -2.639  0.053
H20 1.082 -4.742 -0.573  0.105
H21 2.379 -3.624 -0.392  0.055
C13 0.571 1.244 -5.327  -0.095
C14 1.898 1.335 -4.618  -0.240
C15 2.122 0.209 -3.544  -0.175
C16 2.093 -1.106 -4.183  -0.225
N4 1.959 -2.127 -4.730  0.177
H22 0.434 2.015 -6.085  0.075
H23 -0.210 1.388 -4.581  0.062
H24 0.480 0.276 -5.819  0.071
H25 2.298 2.267 -4.219  0.096
H26 2.684 1.031 -5.309  0.103
H27 1.431 0.097 -2.708  0.100
H28 3.164 0.245 -3.226  0.094
C17 -4.066 4.030 -5.016  -0.102
C18 -4.102 5.244 -3.959  -0.191
C19 -2.895 5.265 -2.897  -0.151
C20 -2.355 3.881 -2.605  -0.225
N5 -2.044 2.791 -2.415  0.148
H29 -4.922 4.001 -5.689  0.063
H30 -3.955 3.104 -4.452  0.049
H31 -3.166 4.092 -5.629  0.061
H32 -5.029 5.012 -3.436  0.089
H33 -4.262 6.194 -4.469  0.091
H34 -3.223 5.581 -1.907  0.088
H35 -2.062 5.955 -3.034  0.101
C21 6.933 -4.150 1.288  -0.115
C22 6.670 -2.697 1.084  -0.254
C23 5.093 -2.413 1.096  -0.186
C24 4.454 -2.767 2.373  -0.216
N6 3.974 -2.994 3.421  0.143
H36 6.509 -4.360 2.270  0.071
H37 8.010 -4.317 1.273  0.079
H38 6.394 -4.736 0.544  0.082
H39 7.083 -2.481 0.099  0.099
H40 7.062 -1.934 1.756  0.107
H41 4.576 -2.979 0.320  0.083
H42 4.994 -1.348 0.887  0.088
C25 5.966 1.203 -1.294  -0.114
C26 5.359 2.315 -1.995  -0.316
C27 4.517 3.376 -1.345  -0.169
C28 3.132 2.929 -1.066  -0.208
N7 2.064 2.581 -0.823  0.170
H43 5.208 0.463 -1.039  0.069
H44 6.417 1.685 -0.426  0.090
H45 6.634 0.654 -1.958  0.092
H46 4.857 1.898 -2.868  0.105
H47 6.213 2.916 -2.309  0.117
H48 4.324 4.278 -1.926  0.123
H49 4.956 3.651 -0.386  0.123
C29 -7.064 -3.056 -0.021  -0.105
C30 -5.586 -3.416 0.064  -0.277
C31 -4.642 -2.386 0.604  -0.200
C32 -4.597 -1.188 -0.241  -0.223
N8 -4.620 -0.192 -0.871  0.143
H50 -7.599 -3.983 -0.223  0.074
H51 -7.327 -2.156 -0.577  0.079
H52 -7.524 -2.882 0.952  0.067
H53 -5.390 -3.801 -0.937  0.110
H54 -5.322 -4.290 0.661  0.114
H55 -3.622 -2.764 0.528  0.107
H56 -4.874 -2.123 1.636  0.129
C33 0.807 -0.073 4.648  -0.104
C34 0.636 -1.323 5.496  -0.223
C35 0.564 -2.620 4.612  -0.163
C36 -0.628 -2.706 3.730  -0.228
N9 -1.511 -2.842 3.048  0.146
H57 1.772 0.116 4.177  0.078
H58 0.617 0.743 5.344  0.060
H59 0.156 0.036 3.781  0.038
H60 -0.302 -1.421 6.043  0.095
H61 1.350 -1.490 6.302  0.110
H62 0.423 -3.419 5.339  0.115
H63 1.418 -2.861 3.979  0.081
C37 -0.041 5.079 4.736  -0.124
C38 -0.828 5.337 3.459  -0.298
C39 0.034 5.501 2.305  -0.190
C40 -0.725 6.129 1.128  -0.181
N10 -1.296 6.616 0.273  0.134
H64 0.387 4.078 4.684  0.066
H65 -0.653 5.038 5.638  0.074
H66 0.843 5.707 4.838  0.075
H67 -1.323 6.266 3.742  0.120
H68 -1.476 4.468 3.571  0.113
H69 0.533 4.568 2.044  0.115
H70 0.881 6.147 2.537  0.119
C41 -1.838 -2.956 -3.842  -0.102
C42 -2.742 -1.832 -4.388  -0.213
C43 -3.343 -2.129 -5.837  -0.172
C44 -2.412 -1.935 -6.979  -0.220
N11 -1.675 -1.737 -7.889  0.116
H71 -2.309 -3.930 -3.970  0.070
H72 -1.632 -2.820 -2.780  0.052
H73 -0.862 -3.114 -4.301  0.056
H74 -2.332 -0.823 -4.340  0.096
H75 -3.572 -1.718 -3.692  0.086
H76 -4.169 -1.510 -6.189  0.106
H77 -3.785 -3.125 -5.864  0.107

***

[2]
Here is a molecular structure, C9H9N3 at a distorted geometry from the Open Molecules 2025 dataset. Energies are from ωB97M-V/def2-TZVPD.

Lowest unoccupied orbital energy: -0.0003 Eh
Kohn-Sham gap: 8.806 eV
Total energy: -13943.1017 eV
Energy relative to the best compared isomer or geometry (same formula, charge and spin): 670.2 kJ/mol

Each line ends with the Löwdin charge.
Atoms and positions in Å:
C1 2.494 1.675 0.222  -0.052
C2 1.811 0.317 -0.384  -0.307
C3 2.053 -1.938 -0.038  -0.125
C4 0.674 -2.237 -0.033  -0.038
C5 -0.192 -1.140 -0.130  -0.185
C6 -2.339 -0.337 -0.127  -0.405
C7 -1.844 1.141 -0.254  -0.030
C8 -0.461 1.243 -0.230  -0.059
C9 0.516 0.139 -0.576  -0.104
H1 2.621 1.957 1.405  0.132
H2 3.492 1.380 -0.006  0.021
H3 2.081 2.551 -0.461  0.092
H4 2.789 -2.824 -0.234  0.129
H5 0.129 -3.303 0.057  0.154
H6 -4.127 -1.248 -0.151  -0.011
H7 -4.458 0.682 0.315  0.245
H8 -2.653 2.035 0.384  0.177
H9 0.101 2.185 0.104  0.105
N1 2.652 -0.680 -0.038  0.071
N2 -1.541 -1.213 0.200  0.129
N3 -3.798 -0.386 -0.025  0.062